(1)
Below is C7H6BrF5N4O2S in the gas phase, with properties calculated with ωB97M-V with the def2-TZVPD basis set.

XYZ file:
```
26
Properties=species:S:1:pos:R:3:forces:R:3:mulliken_charge:R:1
C 3.755445 -1.917658 -0.250286 -0.22 -0.06 0.78 -1.09
C 3.260766 -1.087499 1.028393 -0.29 0.07 -1.34 -0.23
Br 4.603220 -1.481713 2.475657 -1.01 0.39 -0.66 -0.15
C 3.160556 0.508376 0.732503 -0.97 -1.02 0.64 -0.54
C 1.655729 0.719051 0.194941 2.89 0.19 0.81 0.51
N 0.738208 1.055694 1.172715 0.95 -0.57 -2.25 -0.48
N -0.490344 1.180753 0.738947 0.04 -0.53 -2.55 0.00
C -0.638766 0.953889 -0.608739 -0.55 -0.26 0.19 0.42
S -2.416277 1.075298 -1.217965 -1.46 3.82 -6.28 1.08
O -2.930499 2.491299 -1.157463 1.56 -3.69 1.87 -0.59
O -2.537233 0.650256 -2.660927 1.04 -0.40 4.29 -0.59
C -3.486606 -0.123905 -0.244652 -1.16 -2.87 1.82 0.51
F -2.890689 -0.552783 0.959652 -0.76 1.10 -2.29 -0.24
F -3.738566 -1.306400 -0.980748 0.72 2.83 1.25 -0.23
C -4.916283 0.506800 0.157856 -0.99 0.75 1.00 0.60
F -5.641788 -0.433870 0.911626 1.51 1.89 -2.12 -0.22
F -5.614972 0.885361 -0.984834 1.44 -0.91 2.71 -0.20
F -4.738974 1.602339 1.018899 -0.32 -2.27 -2.19 -0.21
N 0.270078 0.658884 -1.594870 -1.70 0.37 2.03 -0.13
N 1.501328 0.532607 -1.166669 -0.56 0.62 2.48 -0.35
H 3.041704 -1.728838 -1.112845 1.08 -0.12 0.89 0.32
H 4.825564 -1.602693 -0.454915 -1.42 -0.24 -0.10 0.34
H 3.788716 -3.043150 -0.043922 -0.21 1.65 -0.13 0.34
H 2.201042 -1.386575 1.351251 1.85 0.01 -0.04 0.42
H 3.303836 0.998360 1.758763 -0.41 -0.34 -1.75 0.39
H 3.934805 0.846117 -0.022371 -1.05 -0.40 0.92 0.34
```
Forces are in eV/Å.

Its spin multiplicity is 1. As for the HOMO energy: -10.72 eV. The largest force on an atom comes out at 7.5 eV/A. For the LUMO energy, the calculation gives -0.078 Ha.



(2)
Below is 2 unconnected molecules or ions with the total composition C4H10ClNSi, with properties calculated with ωB97M-V with the def2-TZVPD basis set.

XYZ file:
```
17
Properties=species:S:1:pos:R:3:forces:R:3:mulliken_charge:R:1
C 3.849341 -1.346395 0.362275 -2.99 -2.15 1.90 -0.75
C 2.541078 -1.162698 0.729377 2.13 0.90 -1.70 -0.09
C -1.871901 1.247752 0.305749 -0.51 -0.61 1.34 -0.71
C -1.559003 -0.202653 -0.132711 -0.91 1.96 1.10 -0.58
N -0.574161 -0.403544 -1.053724 3.08 1.10 -4.02 -0.50
Si 1.795560 0.549585 0.539693 -2.07 -2.25 -0.34 0.42
Cl 2.865625 2.047226 -0.274722 0.50 0.27 0.13 -0.20
H 4.212235 -2.364693 0.416460 0.18 -0.14 -0.38 0.25
H 4.587377 -0.633235 0.370716 1.36 1.98 -0.54 0.31
H 1.949199 -2.076319 0.804617 -0.24 0.48 0.14 0.31
H -1.113783 1.450795 1.098251 -0.66 0.41 -0.57 0.11
H -1.759775 1.972235 -0.515397 -0.31 -0.27 0.32 0.28
H -2.914671 1.241183 0.794844 1.53 0.45 -0.81 0.28
H -1.301891 -0.763388 0.733601 0.14 -0.57 1.05 0.33
H -2.452506 -0.637507 -0.483516 -1.52 -0.71 -0.76 0.42
H -0.672864 0.213166 -1.999204 0.09 -1.41 3.03 0.21
H 0.993894 0.810701 1.745851 0.21 0.57 0.09 -0.09
```
Forces are in eV/Å.

Its spin multiplicity is 1. As for the HOMO energy (alpha / beta): -7.05 / -8.86 eV. The largest force on an atom comes out at 5.2 eV/A. For the LUMO energy (alpha / beta), the calculation gives -0.008 / -0.012 Ha. The energy relative to the best compared isomer or geometry (same formula, charge and spin) comes out at 500.7 kJ/mol.